1.
Molecular formula: C14H30Cl10O2
Method: DFT, ωB97M-V/def2-TZVPD

Each line ends with the natural charge from an NBO analysis.
Cartesian coordinates (Å):
C1 26.11 0.30 14.42  -0.24
O1 27.20 -0.29 15.10  -0.53
C2 28.50 0.02 14.50  -0.09
C3 29.67 -0.59 15.28  -0.07
O2 29.49 -2.02 15.60  -0.55
C4 30.42 -2.61 16.52  -0.26
H1 26.14 1.38 14.58  0.16
H2 25.20 -0.12 14.84  0.19
H3 26.16 0.12 13.35  0.17
H4 28.77 1.07 14.46  0.17
H5 28.53 -0.25 13.44  0.18
H6 29.88 -0.12 16.24  0.17
H7 30.61 -0.47 14.75  0.18
H8 30.33 -2.14 17.51  0.16
H9 31.45 -2.60 16.19  0.17
H10 30.08 -3.60 16.84  0.20
Cl1 19.17 1.75 15.51  -0.04
C5 19.36 0.72 14.13  -0.42
C6 18.27 0.91 13.11  -0.39
Cl2 18.32 2.50 12.34  -0.06
H11 19.30 -0.31 14.47  0.23
H12 20.28 0.94 13.59  0.23
H13 17.25 0.69 13.40  0.22
H14 18.43 0.21 12.30  0.22
Cl3 20.78 -2.69 13.04  -0.07
C7 22.37 -2.38 13.85  -0.38
C8 23.59 -3.00 13.13  -0.37
Cl4 23.91 -2.37 11.44  -0.07
H15 22.31 -2.79 14.86  0.23
H16 22.56 -1.32 14.01  0.22
H17 23.44 -4.08 13.10  0.22
H18 24.50 -2.88 13.72  0.23
Cl5 22.82 1.44 14.51  -0.07
C9 23.21 2.70 15.67  -0.39
C10 22.46 3.98 15.25  -0.39
Cl6 22.39 4.96 16.72  -0.05
H19 24.28 2.90 15.69  0.22
H20 22.93 2.41 16.69  0.23
H21 21.45 3.76 14.90  0.24
H22 23.05 4.40 14.43  0.22
Cl7 20.84 8.58 15.49  -0.05
C11 20.31 8.14 17.09  -0.42
C12 18.92 7.63 17.10  -0.40
Cl8 18.87 6.09 16.24  -0.05
H23 20.48 8.97 17.78  0.23
H24 21.03 7.40 17.44  0.23
H25 18.21 8.28 16.61  0.22
H26 18.45 7.43 18.07  0.23
Cl9 25.49 7.64 14.91  -0.08
C13 23.95 7.93 13.96  -0.36
C14 24.23 8.21 12.45  -0.38
Cl10 25.05 6.86 11.58  -0.08
H27 23.43 8.79 14.38  0.23
H28 23.38 7.01 14.06  0.22
H29 24.84 9.08 12.20  0.22
H30 23.27 8.29 11.93  0.22

## Properties
spin multiplicity: 1
LUMO energy: 0.55 eV
SMILES: COCCOC.ClCCCl.ClCCCl.ClCCCl.ClCCCl.ClCCCl
M: 584.92 g mol⁻¹
HOMO: -9.7 eV
orbital gap: 0.3777 hartree
electronic energy: -144322.6311 eV

***

2.
Molecular formula: C14H30Cl2N3OPRu
Method: DFT, ωB97M-V/def2-TZVPD

Each line ends with the Mulliken spin population.
Cartesian coordinates (Å):
Ru1 0.01 0.08 -1.86  3.30
Cl1 1.96 1.28 -2.60  0.17
Cl2 -2.13 -0.65 -1.70  0.17
H1 -0.19 1.39 -0.95  -0.07
H2 1.26 -0.39 -1.04  0.38
P1 -0.02 -0.03 -4.73  0.02
C1 1.66 -0.60 -5.50  -0.01
C2 -1.12 -0.86 -6.05  0.01
C3 -0.03 1.73 -5.51  -0.01
C4 2.22 -1.79 -4.72  0.00
H3 2.29 0.30 -5.31  0.00
C5 1.71 -0.95 -7.01  0.00
H4 1.20 -1.90 -7.24  0.00
H5 2.77 -1.09 -7.27  0.00
H6 1.34 -0.17 -7.67  0.00
H7 2.27 -1.56 -3.64  0.02
H8 3.22 -2.00 -5.11  0.00
H9 1.61 -2.69 -4.89  -0.01
H10 0.94 2.12 -5.13  0.00
C6 -1.18 2.56 -4.92  0.00
C7 -0.06 1.87 -7.06  0.00
H11 0.88 1.57 -7.52  0.00
H12 -0.19 2.93 -7.31  0.00
H13 -0.89 1.33 -7.52  0.00
H14 -1.16 2.51 -3.83  0.01
H15 -2.15 2.22 -5.31  0.00
H16 -1.04 3.59 -5.24  0.00
C8 -1.13 -2.37 -5.84  0.00
H17 -0.67 -0.68 -7.03  0.00
C9 -2.53 -0.28 -6.10  0.00
H18 -0.17 -2.85 -6.07  0.00
H19 -1.88 -2.81 -6.52  0.00
H20 -1.42 -2.61 -4.81  0.00
H21 -2.97 -0.19 -5.10  0.00
H22 -3.16 -0.96 -6.70  0.00
H23 -2.58 0.69 -6.61  0.00
C10 -0.55 1.87 3.53  0.00
N1 -0.54 0.68 2.67  0.01
C11 -0.64 -0.57 3.21  0.01
C12 -0.63 -1.68 2.44  0.02
C13 -0.45 -1.50 1.04  -0.01
N2 -0.28 -0.31 0.52  0.04
C14 -0.37 0.83 1.28  -0.03
O1 -0.38 1.96 0.74  -0.02
N3 -0.43 -2.56 0.17  0.00
H24 -1.37 2.56 3.26  0.00
H25 0.43 2.38 3.44  0.00
H26 -0.70 1.52 4.56  0.00
H27 -0.75 -0.60 4.30  0.00
H28 -0.71 -2.68 2.84  0.00
H29 -0.60 -3.48 0.58  0.00
H30 -0.86 -2.38 -0.74  -0.02

## Properties
spin multiplicity: 5
LUMO energy (spin up / spin down): 0.23 / -0.88 eV
⟨S²⟩: 6.0235
M: 459.36 g mol⁻¹
HOMO (spin up / spin down): -5.9 / -8.8 eV
orbital gap (spin up / spin down): 0.2240 / 0.2893 hartree
electronic energy: -58435.6804 eV

***

Values for energy above the lowest of the compared OMol25 structures with the same formula, charge and spin, kcal per mole, ordered as above
23.5 14.1